A molecular structure, C56H48As2CdClFI2NO4P2Te at a distorted geometry. Source: the OMol25 dataset; level of theory: ωB97M-V with the def2-TZVPD basis set.

Results
Lowest unoccupied orbital energy (spin up / spin down): 0.0327 / 0.0329 hartree
M: 1559.1 Da
Orbital gap (spin up / spin down): 5.451 / 5.468 eV
Strongest force on any atom: 2.51 eV/Å
Net charge: -1
Relative energy (zero: lowest compared OMol25 entry of this formula, charge and spin): 364.3 kJ/mol

Structure (XYZ):
```
119
Properties=species:S:1:pos:R:3:mulliken_charge:R:1
Cd -0.19 0.00 -0.13 2.51
O 0.40 0.61 2.67 -0.39
Cl 0.95 1.61 1.81 1.58
O 1.59 2.64 2.54 -0.78
O -0.12 2.14 0.99 -0.68
O 1.91 0.98 0.91 -0.60
Te 4.54 -1.39 0.49 0.10
C 5.31 -3.18 -0.44 0.11
C 5.03 -4.42 0.11 -0.15
C 5.43 -5.56 -0.58 -0.47
N 6.07 -5.53 -1.75 -0.67
C 6.34 -4.33 -2.26 -0.44
C 5.99 -3.14 -1.64 -0.12
C 2.66 -1.81 -0.46 -0.77
P 1.25 -2.01 0.70 1.72
C 0.32 -3.49 0.14 0.43
C -1.09 -3.63 0.56 3.40
C -1.93 -4.30 -0.43 -0.28
C -1.43 -4.94 -1.52 -1.54
C -0.04 -4.98 -1.74 -0.68
C 0.79 -4.19 -0.95 -0.74
C 2.02 -2.55 2.28 0.94
C 2.21 -3.90 2.55 -1.02
C 2.77 -4.32 3.75 -1.18
C 3.18 -3.39 4.69 -0.74
C 3.02 -2.04 4.42 -0.85
C 2.45 -1.62 3.23 -0.35
P 2.26 -0.67 -1.80 0.20
C 1.67 -1.79 -3.12 1.90
C 0.54 -1.57 -3.91 -0.56
C 0.19 -2.49 -4.89 -0.33
C 0.96 -3.62 -5.10 -1.03
C 2.10 -3.84 -4.33 -0.76
C 2.44 -2.93 -3.35 -0.63
C 3.81 -0.01 -2.54 0.75
C 4.42 -0.51 -3.68 -0.66
C 5.57 0.09 -4.19 -0.74
C 6.11 1.20 -3.57 -0.61
C 5.50 1.72 -2.44 -0.78
C 4.36 1.12 -1.93 -0.66
H 4.50 -4.51 1.05 0.40
H 5.23 -6.55 -0.18 0.39
H 6.86 -4.34 -3.21 0.39
H 6.24 -2.19 -2.11 0.43
H -1.51 -2.49 0.79 -2.83
H -2.99 -4.33 -0.22 0.47
H -2.09 -5.45 -2.21 0.43
H 0.37 -5.57 -2.54 0.49
H 1.83 -4.08 -1.21 0.90
H 1.95 -4.63 1.79 0.93
H 2.90 -5.38 3.94 0.49
H 3.62 -3.72 5.62 0.39
H 3.36 -1.29 5.14 0.48
H 2.35 -0.57 3.04 0.35
H -0.09 -0.71 -3.75 -0.11
H -0.70 -2.32 -5.47 0.33
H 0.68 -4.33 -5.87 0.38
H 2.72 -4.72 -4.49 0.46
H 3.31 -3.11 -2.73 0.31
H 4.00 -1.36 -4.20 0.38
H 6.04 -0.32 -5.07 0.44
H 7.00 1.67 -3.97 0.37
H 5.90 2.60 -1.96 0.44
H 3.88 1.54 -1.06 0.45
C -3.93 -1.01 -0.73 -0.53
C -3.99 -0.89 0.79 -1.31
As -2.12 -0.85 1.48 1.26
C -1.41 -4.31 1.89 -0.65
C -2.50 -3.90 2.65 -0.15
C -2.87 -4.60 3.79 -0.93
C -2.15 -5.72 4.19 -0.73
C -1.09 -6.16 3.41 -0.83
C -0.74 -5.47 2.26 -0.13
C -2.42 -0.94 3.39 0.30
C -1.45 -1.53 4.21 -0.16
C -1.61 -1.56 5.58 -0.98
C -2.73 -0.98 6.17 -0.66
C -3.67 -0.35 5.37 -0.63
C -3.52 -0.33 3.99 -0.62
As -2.84 0.44 -1.52 0.74
C -2.99 -0.09 -3.39 -0.09
C -3.35 -1.37 -3.82 0.18
C -3.42 -1.66 -5.17 -0.69
C -3.13 -0.69 -6.12 -0.42
C -2.76 0.58 -5.70 -0.63
C -2.70 0.88 -4.35 -0.36
C -4.23 1.83 -1.58 0.17
C -5.43 1.67 -2.27 -0.37
C -6.36 2.70 -2.30 -0.65
C -6.10 3.89 -1.65 -0.44
C -4.90 4.07 -0.97 -0.61
C -3.97 3.04 -0.94 -0.55
H -4.92 -1.02 -1.18 0.88
H -3.42 -1.94 -1.00 -0.28
H -4.57 -1.71 1.24 0.48
H -4.48 0.05 1.07 0.53
H -3.06 -3.03 2.34 0.85
H -3.71 -4.26 4.38 0.45
H -2.43 -6.25 5.09 0.40
H -0.54 -7.05 3.68 0.43
H 0.05 -5.85 1.61 0.31
H -0.57 -1.97 3.76 0.45
H -0.86 -2.05 6.20 0.48
H -2.86 -1.01 7.24 0.38
H -4.53 0.13 5.82 0.40
H -4.26 0.17 3.38 0.35
H -3.56 -2.15 -3.10 0.04
H -3.71 -2.66 -5.49 0.38
H -3.18 -0.92 -7.17 0.35
H -2.52 1.35 -6.43 0.44
H -2.42 1.88 -4.03 0.20
H -5.63 0.74 -2.79 0.27
H -7.29 2.57 -2.84 0.39
H -6.82 4.70 -1.69 0.36
H -4.68 5.01 -0.48 0.40
H -3.02 3.18 -0.43 0.45
I 0.94 1.48 -2.16 -0.21
I -0.38 3.99 -3.10 -0.52
F -0.89 -1.49 -1.39 -0.79
```

A molecular structure, C56H50N8O3P2SY at a distorted geometry. Source: the OMol25 dataset; level of theory: ωB97M-V with the def2-TZVPD basis set.

Results
Lowest unoccupied orbital energy: -0.0938 hartree
M: 1066.0 Da
Orbital gap: 7.327 eV
Strongest force on any atom: 1.73 eV/Å
Net charge: +1
Relative energy (zero: lowest compared OMol25 entry of this formula, charge and spin): 444.8 kJ/mol

Structure (XYZ):
```
121
Properties=species:S:1:pos:R:3:mulliken_charge:R:1
Y -1.63 -0.28 0.70 -0.96
O -2.63 -0.61 5.16 -0.78
C -3.09 0.64 5.24 0.16
C -3.09 1.27 6.49 -0.50
C -3.56 2.55 6.63 -0.55
C -4.06 3.24 5.53 -0.83
C -4.07 2.64 4.29 -0.46
C -3.57 1.35 4.12 0.53
C -3.46 0.78 2.77 1.19
O -2.96 -0.41 2.58 -1.10
N -3.79 1.56 1.77 -1.16
N -3.48 1.02 0.54 1.11
C -4.31 1.26 -0.42 -0.83
C -4.24 0.64 -1.71 0.57
C -5.27 0.89 -2.64 -0.98
C -5.37 0.19 -3.81 -0.88
C -4.42 -0.80 -4.09 -0.82
C -3.39 -1.05 -3.22 -0.42
C -3.25 -0.34 -2.01 0.44
O -2.27 -0.63 -1.19 2.18
H -2.71 -0.89 4.22 0.39
H -2.72 0.70 7.34 0.49
H -3.56 3.02 7.61 0.44
H -4.46 4.24 5.66 0.47
H -4.46 3.15 3.43 0.57
H -5.17 1.89 -0.22 0.33
H -6.00 1.64 -2.39 0.45
H -6.18 0.37 -4.49 0.42
H -4.51 -1.39 -5.00 0.47
H -2.66 -1.82 -3.44 0.38
N -1.30 3.49 3.23 0.70
C -1.36 2.67 2.18 -2.07
N -0.86 1.47 2.15 1.54
C -0.25 0.97 3.31 0.40
N 0.04 -0.28 3.48 -1.88
N -0.26 -1.16 2.48 2.45
C -0.38 -2.39 2.79 -1.67
C -0.53 -3.35 1.65 2.03
C -1.00 -4.77 1.86 -1.24
C -1.33 -5.43 0.76 -0.85
C -1.36 -4.70 -0.57 -0.32
C -1.92 -3.36 -0.25 -0.73
N -1.47 -2.69 0.73 -0.08
C 0.02 1.89 4.40 0.59
C 0.81 1.53 5.50 -0.43
C 0.97 2.42 6.54 -1.05
C 0.36 3.67 6.50 -0.61
C -0.41 4.05 5.42 -0.75
C -0.58 3.15 4.37 -0.03
H -1.80 4.36 3.22 0.44
H -1.85 3.06 1.30 0.30
H -0.29 -2.75 3.81 0.43
H -0.99 -5.19 2.85 0.52
H -1.63 -6.47 0.78 0.41
H -1.99 -5.25 -1.27 0.63
H -2.70 -2.93 -0.87 0.90
H 1.27 0.56 5.50 0.52
H 1.58 2.15 7.39 0.50
H 0.49 4.36 7.33 0.47
H -0.86 5.03 5.38 0.48
C 6.20 1.40 -3.04 -0.51
S 5.74 -0.28 -2.51 -0.10
C 4.53 -0.69 -3.82 -1.17
C 3.15 -0.11 -3.56 0.22
C 2.65 -0.53 -2.17 -1.20
N 1.20 -0.44 -1.97 0.48
P 0.10 -1.70 -2.44 0.13
C 0.87 -2.31 -3.99 0.41
C 1.84 -3.30 -4.08 -0.24
C 2.30 -3.70 -5.32 -0.87
C 1.79 -3.13 -6.48 -0.66
C 0.81 -2.15 -6.39 -0.72
C 0.35 -1.75 -5.15 -0.10
C 0.54 -3.00 -1.22 0.04
C 1.04 -2.56 -0.07 -0.08
C 1.00 -3.46 1.12 -0.70
C 1.46 -4.83 0.68 -1.12
C 1.07 -5.28 -0.50 -1.50
C 0.07 -4.46 -1.26 -0.23
P 0.51 0.86 -1.10 0.53
C 0.99 2.20 -2.27 0.76
C 2.20 2.88 -2.20 -0.80
C 2.59 3.72 -3.23 -0.56
C 1.78 3.89 -4.34 -0.70
C 0.56 3.23 -4.41 -0.72
C 0.17 2.39 -3.38 -0.69
C 1.65 1.33 0.29 1.46
C 2.55 0.52 0.98 -0.23
C 3.19 1.00 2.11 -0.86
C 2.97 2.28 2.56 -1.00
C 2.10 3.11 1.87 -0.63
C 1.44 2.63 0.76 -1.26
H 6.87 1.79 -2.27 0.38
H 5.31 2.01 -3.12 -0.08
H 6.73 1.35 -3.99 0.29
H 4.49 -1.78 -3.83 0.34
H 4.94 -0.34 -4.76 0.61
H 2.47 -0.46 -4.33 -0.07
H 3.18 0.98 -3.62 0.09
H 3.14 0.10 -1.43 0.38
H 2.96 -1.57 -1.99 0.61
H 2.25 -3.75 -3.18 0.50
H 3.06 -4.47 -5.39 0.46
H 2.15 -3.46 -7.44 0.41
H 0.41 -1.71 -7.29 0.46
H -0.43 -1.00 -5.07 0.38
H 1.36 -1.55 0.08 -0.68
H 1.65 -3.11 1.92 1.03
H 2.13 -5.38 1.32 0.54
H 1.40 -6.22 -0.92 0.54
H -0.01 -4.78 -2.30 1.09
H 2.85 2.74 -1.35 0.32
H 3.54 4.24 -3.16 0.45
H 2.10 4.54 -5.14 0.41
H -0.07 3.37 -5.27 0.47
H -0.78 1.87 -3.44 0.51
H 2.79 -0.48 0.64 0.38
H 3.88 0.35 2.63 0.47
H 3.47 2.64 3.45 0.40
H 1.94 4.12 2.20 0.52
H 0.74 3.27 0.22 0.51
```